(1)
This record from the Open Molecules 2025 dataset describes a structure of composition C33H31BrClCrN5O2Sb. The level of theory is wB97M-V/def2-TZVPD.

The geometry in XYZ format:
```
75
Properties=species:S:1:pos:R:3
Cr 0.930 -1.090 -0.482
C -1.750 -0.545 -2.710
C -0.879 0.662 -2.510
C -1.325 1.930 -2.873
C -0.503 3.025 -2.697
C 0.781 2.832 -2.200
C 1.184 1.549 -1.869
N 0.353 0.486 -1.997
Sb 3.281 1.286 -1.360
C 3.357 -0.719 -2.139
C 4.441 -1.036 -2.931
C 4.430 -2.234 -3.640
C 3.294 -3.012 -3.607
C 2.218 -2.639 -2.811
C 0.922 -3.400 -2.907
N 2.292 -1.547 -2.025
C 2.938 0.759 0.701
C 3.767 1.374 1.617
C 3.577 1.128 2.973
C 2.541 0.306 3.350
C 1.720 -0.295 2.397
C 0.585 -1.141 2.904
N 1.940 -0.083 1.078
H -2.805 -0.296 -2.596
H -1.504 -1.338 -2.007
H -1.611 -0.933 -3.723
H -2.318 2.040 -3.295
H -0.847 4.018 -2.965
H 1.465 3.667 -2.094
H 5.283 -0.362 -2.996
H 5.279 -2.522 -4.250
H 3.213 -3.907 -4.213
H 0.517 -3.287 -3.914
H 0.173 -3.039 -2.209
H 1.073 -4.467 -2.737
H 4.556 2.033 1.276
H 4.223 1.582 3.718
H 2.345 0.106 4.397
H 0.961 -1.844 3.649
H 0.072 -1.687 2.129
H -0.147 -0.499 3.406
C -1.768 -4.081 -0.742
O -1.393 -2.727 -0.442
C -2.352 -1.964 0.155
C -3.655 -2.356 0.331
C -4.561 -1.476 0.934
Br -6.350 -2.019 1.148
C -4.166 -0.239 1.339
C -2.829 0.167 1.158
C -1.900 -0.688 0.567
O -0.639 -0.334 0.375
C -2.395 1.479 1.595
N -1.168 1.973 1.446
C -1.086 3.255 1.994
C -0.039 4.160 2.090
C -0.317 5.362 2.715
C -1.592 5.645 3.227
C -2.630 4.738 3.131
C -2.343 3.536 2.500
N -3.124 2.403 2.232
H -2.136 -4.582 0.154
H -0.871 -4.583 -1.088
H -2.530 -4.111 -1.523
H -4.003 -3.330 0.010
H -4.897 0.425 1.786
H -0.458 1.411 0.990
H 0.946 3.935 1.696
H 0.467 6.102 2.816
H -1.767 6.598 3.711
H -3.614 4.958 3.527
H -4.095 2.298 2.477
Cl 3.292 -2.897 0.721
C 1.529 -2.939 0.319
H 1.012 -3.249 1.219
H 1.416 -3.736 -0.406
```

Results
Molar mass = 818.76 g/mol
Charge = +2
Multiplicity = 4
<S²> = 3.8479
HOMO (spin up / spin down) = -13.10 / -13.20 eV
LUMO level (spin up / spin down) = -5.9 / -5.4 eV



(2)
This record from the Open Molecules 2025 dataset describes a cluster of 3 separate species, C21H37N4O3 in total in a non-equilibrium geometry. The level of theory is wB97M-V/def2-TZVPD.

The geometry in XYZ format:
```
65
Properties=species:S:1:pos:R:3
C 1.010 4.450 -2.567
C 2.163 4.106 -2.759
N 3.409 3.777 -2.937
O 3.642 3.835 -4.423
C 4.125 4.983 -4.715
N 4.280 6.102 -4.945
H -0.042 4.429 -2.651
C 1.232 0.738 2.027
C 0.883 2.071 1.313
C 1.604 3.234 1.994
C 1.006 3.620 3.346
C -0.498 3.858 3.226
C -1.237 2.684 2.581
N -0.600 2.261 1.304
O -0.922 3.099 0.377
C -1.296 1.509 3.576
C -2.695 3.070 2.352
C 1.427 1.930 -0.103
H 2.057 0.234 1.525
H 1.543 0.878 3.064
H 0.392 0.042 2.013
H 1.571 4.109 1.337
H 2.659 2.982 2.115
H 1.210 2.846 4.093
H 1.491 4.528 3.711
H -0.920 4.056 4.214
H -0.664 4.762 2.633
H -1.728 0.624 3.107
H -1.918 1.772 4.432
H -0.326 1.234 3.983
H -2.793 3.971 1.749
H -3.179 3.268 3.310
H -3.241 2.265 1.857
H 0.922 1.123 -0.639
H 2.492 1.699 -0.081
H 1.329 2.840 -0.688
C 0.752 -4.820 -0.325
C -0.763 -4.632 -0.596
C -1.115 -5.156 -1.991
C -0.642 -4.249 -3.125
C -1.120 -2.815 -2.907
C -0.746 -2.264 -1.532
N -1.137 -3.197 -0.435
O -2.410 -3.111 -0.233
C 0.766 -1.978 -1.489
C -1.399 -0.896 -1.350
C -1.472 -5.496 0.442
H 0.940 -5.746 0.217
H 1.341 -4.874 -1.240
H 1.150 -4.015 0.292
H -2.201 -5.270 -2.070
H -0.692 -6.155 -2.117
H 0.447 -4.279 -3.211
H -1.030 -4.623 -4.075
H -0.708 -2.167 -3.683
H -2.208 -2.786 -3.028
H 1.080 -1.679 -0.488
H 1.020 -1.165 -2.169
H 1.382 -2.820 -1.799
H -2.480 -0.932 -1.478
H -1.019 -0.193 -2.090
H -1.184 -0.485 -0.362
H -1.270 -5.143 1.454
H -1.117 -6.524 0.363
H -2.551 -5.519 0.295
```

Results
Molar mass = 393.55 g/mol
Charge = -1
Multiplicity = 3
<S²> = 2.0081
HOMO (spin up / spin down) = -3.20 / -3.20 eV
LUMO level (spin up / spin down) = 2.2 / 1.9 eV



(3)
This record from the Open Molecules 2025 dataset describes a structure of composition C45H46BF15GeI2MoN6S2 in a non-equilibrium geometry. The level of theory is wB97M-V/def2-TZVPD.

The geometry in XYZ format:
```
119
Properties=species:S:1:pos:R:3
Mo 0.806 -0.022 0.359
C 2.388 0.095 -3.272
C 2.196 -1.405 -3.020
C 3.470 -1.959 -2.382
C 0.924 -1.815 -2.255
C -0.098 -2.546 -2.800
C -0.885 -2.919 -1.759
C -2.224 -3.705 -1.685
C -3.308 -2.607 -1.798
C -2.355 -4.788 -2.775
N -0.363 -2.455 -0.616
N 0.670 -1.669 -0.894
B -0.664 -2.744 0.896
N 0.712 -2.675 1.527
N 1.157 -1.434 2.012
C 2.214 -1.674 2.819
C 2.470 -3.055 2.822
C 1.499 -3.655 2.017
C 1.444 -5.074 1.521
C 1.780 -5.119 0.030
C 2.295 -5.926 2.407
C 2.892 -0.659 3.647
C 4.370 -0.539 3.220
C 1.994 0.557 3.725
N -1.535 -1.666 1.555
N -1.428 -0.347 1.197
C -2.349 0.275 1.866
C -3.094 -0.625 2.698
C -2.439 -1.828 2.532
C -2.773 -3.065 3.263
C -1.612 -3.814 3.804
C -3.674 -4.078 2.467
C -2.811 1.729 1.601
C -4.013 1.693 0.617
C -3.190 2.550 2.793
H 3.157 0.201 -3.989
H 2.583 0.674 -2.396
H 1.447 0.456 -3.755
H 2.031 -1.930 -3.988
H 3.543 -1.713 -1.339
H 4.314 -1.398 -2.857
H 3.439 -3.047 -2.660
H -0.019 -2.908 -3.786
H -2.222 -4.172 -0.678
H -3.302 -2.191 -2.810
H -3.171 -1.790 -1.040
H -4.265 -3.089 -1.688
H -2.179 -4.395 -3.830
H -3.292 -5.360 -2.727
H -1.454 -5.375 -2.552
H -1.124 -3.769 0.979
H 3.197 -3.601 3.338
H 0.399 -5.414 1.511
H 2.735 -4.553 -0.176
H 0.963 -4.724 -0.560
H 2.001 -6.202 -0.261
H 3.350 -5.789 2.201
H 2.072 -6.995 2.306
H 2.162 -5.727 3.467
H 2.929 -1.063 4.643
H 4.932 0.142 3.841
H 4.656 -0.347 2.185
H 4.883 -1.421 3.600
H 2.030 1.120 2.780
H 2.364 1.226 4.522
H 0.941 0.301 3.850
H -3.820 -0.319 3.404
H -3.359 -2.671 4.199
H -1.305 -4.628 3.082
H -1.876 -4.360 4.756
H -0.776 -3.112 4.077
H -3.073 -4.534 1.657
H -4.563 -3.536 2.124
H -4.020 -4.822 3.206
H -1.953 2.184 1.103
H -4.862 1.175 1.041
H -3.539 1.098 -0.206
H -4.338 2.703 0.361
H -4.035 2.206 3.325
H -3.378 3.546 2.442
H -2.359 2.679 3.529
S 2.812 0.575 0.242
I 5.455 2.507 -3.212
I 5.772 4.465 -5.025
F -2.952 3.695 -2.664
C -2.860 4.367 -1.497
C -1.643 4.351 -0.783
C -1.598 5.245 0.317
F -0.452 5.332 1.064
C -2.724 5.868 0.834
F -2.747 6.544 1.970
C -3.962 5.701 0.211
F -5.032 6.202 0.828
C -4.001 5.052 -1.018
F -5.115 4.987 -1.675
Ge -0.099 3.233 -1.458
S -0.590 1.163 -1.279
C -0.061 3.671 -3.325
C 0.199 4.996 -3.583
F 0.277 5.856 -2.579
C 0.358 5.518 -4.842
F 0.584 6.792 -5.055
C 0.323 4.670 -5.935
F 0.258 5.126 -7.174
C -0.030 3.365 -5.741
F -0.255 2.516 -6.778
C -0.165 2.845 -4.455
F -0.368 1.557 -4.249
C 1.574 3.792 -0.604
C 1.683 3.515 0.754
F 0.693 2.917 1.402
C 2.782 3.976 1.467
F 2.789 3.757 2.778
C 3.847 4.506 0.786
F 4.953 4.798 1.459
C 3.800 4.704 -0.566
F 4.837 5.224 -1.210
C 2.654 4.333 -1.215
F 2.695 4.496 -2.561
```

Results
Molar mass = 1453.18 g/mol
Charge = 0
Multiplicity = 3
<S²> = 2.0324
HOMO (spin up / spin down) = -7.45 / -8.70 eV
LUMO level (spin up / spin down) = -1.6 / -1.6 eV



(4)
This record from the Open Molecules 2025 dataset describes a cluster of 2 separate species, C6H9Br in total in a non-equilibrium geometry. The level of theory is wB97M-V/def2-TZVPD.

The geometry in XYZ format:
```
16
Properties=species:S:1:pos:R:3
C -1.374 1.475 0.278
C -0.333 2.033 -0.035
C -0.486 -1.624 0.401
C 0.392 -1.035 1.187
C 0.977 2.475 -0.276
C -0.186 -2.220 -0.938
Br -0.074 -0.341 2.896
H -2.306 0.948 -0.251
H -1.620 -1.712 0.737
H 1.489 -1.038 1.038
H 1.731 1.755 -0.591
H 1.352 3.150 0.511
H 0.793 3.274 -1.085
H 0.588 -3.014 -0.878
H 0.161 -1.381 -1.663
H -1.105 -2.744 -1.329
```

Results
Molar mass = 161.04 g/mol
Charge = 0
HOMO = -8.96 eV
LUMO level = 0.9 eV



(5)
This record from the Open Molecules 2025 dataset describes a structure of composition C29H24MoN6S. The level of theory is wB97M-V/def2-TZVPD.

The geometry in XYZ format:
```
61
Properties=species:S:1:pos:R:3
Mo 0.038 -1.089 -0.268
C -3.799 4.425 1.765
C -2.798 3.501 1.129
C -1.461 3.872 0.978
C -0.546 2.996 0.439
C -0.922 1.721 0.020
N 0.069 0.811 -0.435
C 1.182 1.353 -1.166
C 0.946 2.247 -2.211
C 1.987 2.842 -2.890
C 3.312 2.568 -2.549
C 4.455 3.208 -3.288
C 3.548 1.645 -1.538
C 2.505 1.036 -0.855
N 2.826 0.051 0.133
C 3.940 -0.042 0.883
C 3.964 -1.287 1.467
C 2.810 -1.917 1.013
N 2.122 -1.114 0.196
C -2.268 1.354 0.130
C -3.174 2.240 0.695
N -2.789 0.118 -0.385
C -4.078 -0.158 -0.669
C -4.150 -1.424 -1.198
C -2.836 -1.867 -1.235
N -2.008 -0.936 -0.748
H -3.539 5.467 1.583
H -4.806 4.250 1.389
H -3.818 4.275 2.846
H -1.136 4.855 1.298
H 0.494 3.288 0.354
H -0.079 2.486 -2.465
H 1.773 3.533 -3.695
H 4.169 4.180 -3.688
H 5.323 3.339 -2.643
H 4.760 2.582 -4.130
H 4.568 1.371 -1.299
H 4.630 0.782 0.959
H 4.710 -1.681 2.136
H 2.440 -2.902 1.247
H -4.207 1.947 0.819
H -4.866 0.554 -0.500
H -5.033 -1.947 -1.523
H -2.451 -2.807 -1.594
S -0.754 -3.053 3.680
C -0.764 -1.381 4.007
C -0.567 -0.623 2.888
C -0.408 -1.424 1.725
C -0.487 -2.770 2.013
C -0.326 -3.778 0.968
C -0.430 -5.153 1.128
C -0.258 -5.978 0.033
C 0.025 -5.427 -1.215
C 0.127 -4.064 -1.311
N -0.049 -3.244 -0.251
H -0.915 -1.038 5.020
H -0.546 0.459 2.902
H -0.648 -5.562 2.106
H -0.342 -7.051 0.145
H 0.172 -6.047 -2.087
H 0.361 -3.590 -2.255
```

Results
Molar mass = 584.56 g/mol
Charge = +2
Multiplicity = 3
<S²> = 2.1875
HOMO (spin up / spin down) = -13.71 / -13.93 eV
LUMO level (spin up / spin down) = -7.6 / -6.7 eV



(6)
This record from the Open Molecules 2025 dataset describes a structure of composition C26H18Cl2N3O4Os in a non-equilibrium geometry. The level of theory is wB97M-V/def2-TZVPD.

The geometry in XYZ format:
```
54
Properties=species:S:1:pos:R:3
Os 1.226 -0.100 -0.482
N -8.998 0.011 -0.301
C -7.855 0.068 -0.328
C -6.440 0.129 -0.349
C -5.752 0.698 0.723
C -4.370 0.738 0.707
C -3.667 0.178 -0.362
C -4.365 -0.393 -1.427
C -5.743 -0.411 -1.431
C -2.197 0.109 -0.355
C -1.617 -1.162 -0.434
C -2.261 -2.423 -0.410
C -1.275 -3.387 -0.516
C -0.057 -2.707 -0.601
N -0.247 -1.382 -0.552
C -1.460 1.299 -0.288
C -1.946 2.617 -0.442
C -0.846 3.462 -0.401
C 0.272 2.657 -0.204
N -0.081 1.365 -0.129
H -6.305 1.093 1.562
H -3.837 1.160 1.546
H -3.812 -0.810 -2.255
H -6.283 -0.849 -2.257
H -3.315 -2.599 -0.322
H -1.414 -4.449 -0.525
H 0.931 -3.127 -0.707
H -2.966 2.901 -0.607
H -0.840 4.527 -0.515
H 1.299 2.966 -0.099
C 2.160 0.042 4.117
C 2.380 -0.125 2.640
O 1.468 -0.563 1.939
C 3.703 0.229 2.103
C 4.845 0.055 2.882
C 6.114 0.285 2.383
C 6.266 0.770 1.086
C 5.167 0.993 0.297
C 3.853 0.690 0.747
O 2.864 0.887 -0.049
H 1.095 0.035 4.339
H 2.607 0.965 4.479
H 2.613 -0.798 4.642
H 4.731 -0.316 3.888
H 6.980 0.084 2.991
H 7.250 0.970 0.692
H 5.270 1.376 -0.707
Cl 3.995 -1.648 -4.508
C 2.289 -1.228 -4.397
Cl 1.263 -2.657 -4.660
C 1.883 -0.704 -3.021
O 2.375 -1.206 -1.980
O 1.013 0.176 -2.982
H 2.037 -0.487 -5.161
```

Results
Molar mass = 697.58 g/mol
Charge = +1
Multiplicity = 5
<S²> = 6.0302
HOMO (spin up / spin down) = -11.62 / -11.55 eV
LUMO level (spin up / spin down) = -4.6 / -5.9 eV



Number 4 is which compound? C6H9Br



The lowest molar mass belongs to which entry? C6H9Br



The lowest molar mass belongs to which entry? C6H9Br



Which value of charge does entry 1 give? +2